Computed, not measured: a 2-piece molecular cluster, C6H16NO overall at a distorted geometry, with ωB97M-V/def2-TZVPD.

Each line ends with the Löwdin charge.
Atoms and positions in Å:
H 1.18 1.37 1.96  0.17
C -1.25 -0.13 0.42  -0.34
H -1.61 0.34 -1.56  0.12
C -2.33 0.79 0.91  -0.05
H 1.53 -1.12 0.58  0.11
H -1.98 1.80 1.17  0.08
H 2.16 1.00 0.68  0.17
H 2.55 0.43 -3.01  0.05
H -0.71 -1.97 1.30  0.14
H 0.17 -2.12 -0.97  0.08
H 0.91 -0.62 -1.67  0.04
H -0.30 -1.30 -2.55  0.09
H 1.72 1.56 -3.37  0.06
C 0.00 -1.19 -1.51  -0.08
H -2.84 0.41 1.78  0.08
H 0.45 1.15 0.48  0.14
H -0.87 -0.69 2.46  0.12
C -1.07 -0.32 -0.89  -0.10
O 2.06 1.14 -2.57  -0.07
H -3.12 0.99 0.18  0.09
C 1.00 -0.61 1.38  -0.13
H 1.60 -0.85 2.25  0.13
N 1.24 0.86 1.08  0.21
C -0.47 -0.92 1.47  -0.12

Output
HOMO energy (Eh): -0.4760
Lowest unoccupied orbital energy (Ha): -0.1176
Total energy (Ha): -367.94085
Charge: +1
Energy relative to the best compared isomer or geometry (same formula, charge and spin) (eV): 1.132